1.
Here is 2 unconnected molecules or ions with the total composition C3H5N3 at a distorted geometry from OMol25. Energies are from wB97M-V/def2-TZVPD.

CARTESIAN COORDINATES (ANGSTROEM)
C1 -1.887 -0.312 -0.073
N1 -0.449 -0.083 0.007
C2 0.389 -0.956 0.190
N2 1.291 -1.720 0.509
H1 -2.157 -0.629 -1.085
H2 -2.402 0.626 0.145
H3 -2.217 -1.073 0.643
H4 1.792 -2.219 -0.216
C3 1.854 2.121 -0.039
N3 2.903 2.602 -0.055
H5 0.884 1.644 -0.027

Properties
Charge: 0
HOMO-LUMO gap (eV): 11.14
Energy (hartree): -281.5282
HOMO level (eV): -10.6
SMILES string: CN=C=N.C#N
LUMO (hartree): 0.0204


2.
Here is C3H5N3 in the gas phase from OMol25. Energies are from wB97M-V/def2-TZVPD.

CARTESIAN COORDINATES (ANGSTROEM)
C1 -2.267 1.684 -0.236
C2 -1.098 1.428 0.292
N1 -0.027 1.245 0.868
N2 0.932 0.388 0.289
N3 0.617 -0.797 0.410
C3 1.658 -1.692 -0.090
H1 -3.116 1.047 -0.004
H2 -2.397 2.519 -0.915
H3 2.551 -1.157 -0.440
H4 1.918 -2.374 0.726
H5 1.229 -2.292 -0.900

Properties
Charge: 0
HOMO-LUMO gap (eV): 10.44
Energy (hartree): -281.4584
HOMO level (eV): -9.4
SMILES string: C=C=N/N=N/C
LUMO (hartree): 0.0390


3.
Here is a molecular structure, C3H5N3 at a distorted geometry from OMol25. Energies are from wB97M-V/def2-TZVPD.

CARTESIAN COORDINATES (ANGSTROEM)
N1 -1.964 -0.313 -0.159
C1 -0.578 -0.012 -0.203
C2 0.542 -0.829 -0.120
N2 1.590 0.025 0.007
N3 1.235 1.312 0.047
C3 -0.080 1.314 -0.077
H1 -1.179 -0.308 0.907
H2 -2.114 -1.296 -0.424
H3 0.653 -1.905 -0.082
H4 2.549 -0.219 0.149
H5 -0.655 2.231 -0.045

Properties
Charge: 0
HOMO-LUMO gap (eV): 8.87
Energy (hartree): -281.4512
HOMO level (eV): -8.1
LUMO (hartree): 0.0296


4.
Here is 2 unconnected molecules or ions with the total composition C3H5N3 at a distorted geometry from OMol25. Energies are from wB97M-V/def2-TZVPD.

CARTESIAN COORDINATES (ANGSTROEM)
C1 0.957 1.612 -0.308
N1 -0.053 0.593 -0.197
C2 -0.054 -0.575 -0.660
N2 -0.513 -1.754 -0.528
C3 -1.425 -1.538 1.269
N3 -1.313 -0.443 1.677
H1 0.514 2.550 -0.656
H2 1.379 1.791 0.688
H3 1.780 1.341 -0.981
H4 0.470 -1.016 -1.584
H5 -1.742 -2.562 1.281

Properties
Charge: 0
HOMO-LUMO gap (alpha / beta) (eV): 7.81 / 7.80
Energy (hartree): -281.3887
HOMO level (alpha / beta) (eV): -9.1 / -9.1
LUMO (alpha / beta) (hartree): -0.0468 / -0.0469


5.
Here is C3H5N3 in the gas phase at a distorted geometry from OMol25. Energies are from wB97M-V/def2-TZVPD.

CARTESIAN COORDINATES (ANGSTROEM)
N1 -1.280 1.585 0.431
C1 -0.494 0.452 0.156
C2 -0.063 -0.661 0.900
N2 0.658 -1.636 -0.293
C3 0.891 -0.606 -1.073
N3 0.077 0.426 -1.063
H1 -1.236 2.285 -0.311
H2 -1.219 2.027 1.339
H3 -0.725 -1.184 1.555
H4 1.466 -2.297 -0.367
H5 1.926 -0.388 -1.273

Properties
Charge: 0
HOMO-LUMO gap (eV): 9.02
Energy (hartree): -281.4809
HOMO level (eV): -8.2
SMILES string: Nc1c[nH]cn1
LUMO (hartree): 0.0303


6.
Here is C3H5N3 in the gas phase from OMol25. Energies are from wB97M-V/def2-TZVPD.

CARTESIAN COORDINATES (ANGSTROEM)
N1 -1.806 -0.396 -0.329
C1 -0.456 -0.057 -0.105
C2 0.094 1.215 0.179
N2 1.417 1.174 0.272
N3 1.724 -0.105 0.065
C3 0.640 -0.890 -0.177
H1 -2.421 0.388 -0.152
H2 -2.108 -1.174 0.244
H3 -0.428 2.156 0.309
H4 2.690 -0.385 0.087
H5 0.727 -1.947 -0.381

Properties
Charge: 0
HOMO-LUMO gap (eV): 9.31
Energy (hartree): -281.5640
HOMO level (eV): -8.2
SMILES string: Nc1cn[nH]c1
LUMO (hartree): 0.0398


Calculated relative energy (zero: lowest compared OMol25 entry of this formula, charge and spin), 1.684, 3.584, 3.779, 5.479, 2.971, 0.708 eV (same order as the records).